1.
Computed, not measured: a cluster of 3 separate species, C42H72Br3N8O11P5S in total, with ωB97M-V/def2-TZVPD.

Results
Spin multiplicity = 1
Charge = 0
HOMO level = -7.90 eV
SMILES = CCCc1c2c(c(P(O)O)c(/C(Br)=C(/C)Br)c1N(C(C)=O)C(C)=O)C(=O)c1c(Br)c(P(=N)(O)O)c([PH2]=S)c(CCCCCOC)c1C2=O.CN(C)P(=O)(N(C)C)N(C)C.CN(C)P(=O)(N(C)C)N(C)C
LUMO = -1.51 eV
Energy = -346569.31637 eV

```
142
Properties=species:S:1:pos:R:3:forces:R:3:mulliken_charge:R:1
C 6.7003 -4.3892 -1.7587 -0.9 0.3 0.3 -1.2718
C 5.2727 -5.0000 -1.9230 1.1 0.0 0.1 0.7246
C 4.9581 -5.3454 -3.3957 0.1 -0.2 0.7 -0.7745
C 3.6010 -6.0207 -3.4392 1.1 -0.3 -0.6 -0.2006
C 2.4318 -5.3348 -3.7120 -0.8 1.0 0.1 0.3950
C 1.2001 -5.9943 -3.6955 0.4 0.6 0.2 0.8836
C 1.1561 -7.3530 -3.4458 -1.4 0.8 -0.6 1.5947
P -0.4566 -8.3084 -3.4158 0.4 -3.5 1.1 -0.0229
O -1.4596 -7.5917 -2.3080 0.1 1.5 -1.0 -0.4494
O -1.1334 -8.2972 -4.9245 0.0 0.9 0.8 -0.4073
C 2.3352 -8.0753 -3.2070 -0.3 -0.6 0.9 0.6485
C 2.1773 -9.5604 -3.0046 0.3 -0.1 -1.0 -0.7202
Br 2.2044 -10.4284 -1.3016 -0.2 0.5 -0.3 -0.0796
C 1.9662 -10.3483 -4.0564 -0.1 -0.2 0.2 0.0734
C 1.7644 -11.8408 -4.0017 0.0 0.2 -1.2 -1.4820
Br 1.9000 -9.5554 -5.8140 0.1 -0.4 0.5 -0.1117
C 3.5656 -7.4123 -3.1781 -0.2 1.1 -0.1 -1.2958
N 4.8423 -8.0433 -2.9034 -1.2 -0.9 0.5 0.9939
C 4.9539 -8.6997 -1.6445 0.2 -0.9 0.4 0.6987
C 4.3370 -8.0698 -0.3917 -0.3 -0.3 -0.2 -1.3508
O 5.5318 -9.7657 -1.5598 0.2 0.9 -0.2 -0.6170
C 5.3350 -8.8715 -4.0161 1.3 -0.8 -1.3 0.6826
C 6.6527 -8.4117 -4.6616 -0.9 -0.2 0.8 -1.2465
O 4.8108 -9.8751 -4.4129 -0.2 0.8 0.7 -0.4410
C -0.0489 -5.1795 -3.9651 0.2 -0.7 -0.2 -0.9313
O -0.9410 -5.6636 -4.6193 0.3 0.7 0.4 -0.4923
C -0.0412 -3.7745 -3.4081 0.4 -0.5 -0.4 0.6221
C -1.1741 -3.1613 -2.9065 -1.2 -0.7 -0.1 -0.0789
Br -2.7955 -4.1750 -2.9214 0.2 0.2 0.1 -0.1665
C -1.1669 -1.8645 -2.4347 0.7 0.2 1.0 0.8066
P -2.6004 -0.9352 -1.7772 -1.7 1.2 -1.2 0.7787
N -2.9278 0.1688 -2.8167 0.2 -0.2 0.1 -0.5826
O -2.2032 -0.3317 -0.3209 0.3 -1.3 -0.8 -0.5382
O -3.9389 -1.8089 -1.5397 0.9 0.1 1.0 -0.3472
C 0.0652 -1.1717 -2.4949 -0.4 0.4 -0.3 -0.1879
P 0.1686 0.5978 -1.9377 0.8 0.4 0.9 0.3966
S 1.0475 0.7843 -0.2015 -0.2 -0.2 0.1 -0.4059
C 1.2301 -1.7745 -2.9956 0.7 0.8 -0.4 -0.0038
C 2.5147 -0.9586 -3.0664 0.4 0.1 0.3 -1.4532
C 3.3932 -0.9816 -1.7649 0.8 -0.1 -1.0 -0.9611
C 4.7639 -1.6304 -2.0983 -0.6 0.3 0.2 0.7613
C 5.6234 -0.7361 -3.0166 0.0 -0.6 -0.4 -0.9436
C 7.1396 -0.9532 -2.8677 -0.7 1.0 -0.3 -0.5059
O 7.5559 -0.7509 -1.5278 0.1 -0.7 -0.3 -0.3720
C 8.6603 -1.5534 -1.1440 0.3 0.2 0.7 -0.6742
C 1.1760 -3.0970 -3.4575 0.0 0.2 0.1 -0.7832
C 2.3669 -3.8385 -4.0542 0.4 -0.8 0.1 0.0139
O 3.1934 -3.3374 -4.7825 -0.5 0.1 0.3 -0.5895
H 7.3853 -5.0709 -1.2449 0.0 0.0 -0.3 0.4358
H 6.5860 -3.5040 -1.1216 0.4 -0.1 -0.2 0.1522
H 7.1122 -4.0603 -2.7195 0.0 -0.2 0.2 0.1762
H 5.2734 -5.9173 -1.3237 -0.3 0.2 -0.3 -0.4787
H 4.5312 -4.3356 -1.4652 0.0 -0.1 -0.3 0.3992
H 5.0602 -4.4921 -4.0693 -0.3 0.0 0.3 0.9134
H 5.7348 -6.0598 -3.6862 -0.3 0.2 0.0 -0.3275
H -1.7242 -8.2459 -1.6555 0.2 -0.2 -0.2 0.3366
H -2.0938 -8.3045 -4.8013 0.0 0.1 -0.2 0.2902
H 2.7439 -12.3114 -3.8532 -0.3 -0.1 0.3 0.3476
H 1.4131 -12.1714 -4.9877 0.1 0.0 0.3 0.4033
H 1.0085 -12.1559 -3.2788 0.3 0.2 0.2 0.3956
H 3.3957 -7.5468 -0.5956 0.4 0.2 0.0 0.3582
H 5.0543 -7.4495 0.1552 -0.1 0.1 -0.3 0.4130
H 4.0732 -8.9053 0.2612 0.2 0.1 -0.1 0.3696
H 6.5436 -7.3785 -5.0039 0.3 -0.2 0.1 0.2741
H 7.4140 -8.5149 -3.8751 0.0 0.3 -0.3 0.3297
H 6.8747 -9.0995 -5.4789 0.0 0.2 0.1 0.3921
H -3.8849 0.0867 -3.1426 0.1 0.2 -0.1 0.2514
H -1.2845 -0.5633 -0.0720 -0.1 0.3 0.4 0.3669
H -4.2378 -1.6744 -0.6276 -0.1 -0.3 0.0 0.2826
H 0.8461 1.3382 -2.9334 -0.5 -0.3 -0.1 0.1747
H -1.1156 1.1537 -1.8400 0.2 -0.2 -0.7 0.0922
H 2.3013 0.0896 -3.2990 -0.2 -0.3 -0.1 0.4887
H 3.1592 -1.2965 -3.8821 -0.5 -0.1 0.1 0.7422
H 2.8869 -1.4948 -0.9425 0.1 0.2 -0.1 0.5068
H 3.6304 0.0544 -1.4997 -0.4 -0.3 0.4 0.4408
H 5.2805 -1.8330 -1.1529 0.0 0.0 -0.3 0.5638
H 4.5582 -2.5701 -2.6292 0.3 0.1 0.3 -0.8589
H 5.3656 0.3309 -2.9589 0.1 -0.2 0.4 0.4391
H 5.3964 -1.0307 -4.0564 0.1 0.3 0.2 0.3409
H 7.6230 -0.1758 -3.4853 0.1 -0.5 -0.1 0.3540
H 7.3774 -1.9515 -3.2591 0.2 0.2 0.3 0.2388
H 9.0412 -2.1978 -1.9457 -0.3 0.1 0.1 0.3170
H 9.5037 -0.9290 -0.8093 -0.3 0.0 -0.2 0.2804
H 8.3610 -2.1596 -0.2757 0.1 0.0 -0.3 0.2388
C -4.4799 5.5507 -1.9014 -0.5 -0.2 0.0 -0.7510
N -3.2400 5.1126 -1.2902 0.2 -0.5 -0.3 -0.0266
C -2.3306 4.6387 -2.3321 0.4 0.0 0.1 -1.0909
P -3.0484 4.3505 0.2533 -2.2 7.0 -0.5 1.0349
O -1.6041 4.7288 0.4728 0.3 -3.8 0.0 -0.8417
N -3.6904 5.3653 1.5062 0.0 0.0 0.6 0.2954
C -4.5962 6.4639 1.2390 -0.5 -0.3 -0.2 -1.0262
C -2.7718 5.7429 2.5736 0.3 -0.1 -0.1 -0.8822
N -4.5959 3.5269 0.1425 1.8 -2.5 0.9 -0.0220
C -5.1647 3.0476 1.4238 -0.3 0.2 0.3 -0.9698
C -4.4762 2.3162 -0.7125 -0.1 0.2 -0.6 -1.4212
H -5.1016 4.7222 -2.2694 0.0 0.0 0.0 0.2271
H -4.2588 6.1926 -2.7582 0.2 -0.1 0.0 0.3788
H -5.0878 6.1608 -1.2419 0.0 -0.2 0.2 0.1997
H -2.7032 3.7279 -2.8227 0.0 0.1 -0.1 0.3578
H -1.3432 4.4172 -1.9273 -0.1 0.0 0.2 0.2766
H -2.1914 5.4032 -3.1002 -0.1 0.0 0.0 0.3938
H -4.1300 7.2457 0.6258 -0.1 0.0 0.0 0.3412
H -4.9283 6.9239 2.1743 0.2 -0.1 0.1 0.2195
H -5.5148 6.1159 0.7622 0.1 0.0 -0.2 0.2760
H -2.1088 6.5630 2.2710 0.1 0.0 0.1 0.3266
H -2.1579 4.8983 2.8794 0.1 0.1 -0.1 0.3627
H -3.3287 6.0623 3.4604 -0.2 0.0 -0.1 0.1173
H -4.4490 2.4448 1.9891 -0.1 -0.1 0.0 0.3336
H -6.0528 2.4410 1.2319 0.2 -0.1 -0.3 0.3788
H -5.4979 3.8671 2.0527 0.2 0.1 -0.1 0.2672
H -3.7505 1.6091 -0.3083 -0.1 -0.1 0.0 0.5128
H -4.1657 2.5675 -1.7265 0.1 0.1 0.1 0.1672
H -5.4403 1.8142 -0.8074 0.0 0.1 0.1 0.5486
C -6.7241 8.5856 8.5803 0.0 -0.5 -0.1 -0.7548
N -5.9963 9.5937 7.8341 -0.3 0.1 -0.6 -0.0071
C -6.9291 10.3279 6.9824 0.1 0.4 -0.1 -1.0877
P -4.3780 9.4764 7.2242 -1.3 0.2 7.3 0.9626
O -4.1024 10.9579 7.1347 0.4 -0.9 -3.7 -0.8200
N -3.2726 9.1644 8.5221 0.5 0.0 0.0 0.2026
C -3.7020 8.6781 9.8176 -0.2 -0.5 -0.1 -1.2062
C -2.1863 10.1221 8.6988 0.0 0.3 -0.2 -1.0404
N -4.5113 7.7472 6.9373 1.2 0.9 -2.9 0.0199
C -3.2289 7.0130 6.8130 0.3 -0.2 0.3 -0.9856
C -5.2333 7.4833 5.6657 -0.7 0.0 0.1 -1.2477
H -7.0530 7.7376 7.9627 0.0 0.0 0.0 0.2442
H -7.6208 9.0312 9.0191 0.0 0.2 -0.2 0.3876
H -6.1647 8.1919 9.4220 0.2 0.0 -0.1 0.1741
H -7.3567 9.6918 6.1941 -0.1 0.0 0.1 0.3132
H -6.4445 11.1745 6.4982 0.2 -0.1 0.1 0.3069
H -7.7540 10.7332 7.5730 0.0 -0.1 0.1 0.3734
H -4.3543 9.3944 10.3334 0.0 -0.1 0.1 0.3224
H -2.8390 8.4861 10.4604 0.1 0.2 -0.1 0.4331
H -4.2035 7.7117 9.7342 -0.2 0.1 -0.1 0.3183
H -2.5168 11.0281 9.2215 0.1 0.0 0.0 0.3145
H -1.7621 10.4155 7.7412 -0.1 0.1 0.0 0.3363
H -1.3736 9.6727 9.2763 -0.1 -0.2 0.1 0.3115
H -2.5636 7.4727 6.0778 0.0 -0.1 0.0 0.3543
H -3.4195 5.9811 6.5092 -0.2 0.1 -0.2 0.3922
H -2.7041 6.9493 7.7606 -0.1 0.3 0.0 0.2763
H -4.7117 7.9223 4.8104 0.0 -0.2 -0.1 0.4494
H -6.2457 7.8892 5.6870 0.1 0.1 0.1 0.2336
H -5.3405 6.4119 5.4948 0.1 0.0 0.1 0.4127
```
Forces are in eV/Å.

2.
Computed, not measured: a structure of composition CAg3O3, with ωB97M-V/def2-TZVPD.

Results
Spin multiplicity = 1
Charge = +1
HOMO level = -13.18 eV
LUMO = -5.34 eV
Energy = -19162.31709 eV

```
7
Properties=species:S:1:pos:R:3:forces:R:3:nbo_charge:R:1
Ag 4.2628 7.2995 -23.0992 1.3 0.4 -7.8 0.8706
Ag 3.7222 3.8773 -21.7612 3.1 -8.7 -2.6 0.9040
Ag 2.1495 5.5087 -19.8954 -10.0 -0.7 11.2 0.9597
C 3.9148 6.2505 -20.7562 4.2 5.9 0.7 0.8262
O 4.4335 5.9707 -19.7039 1.8 -0.5 1.9 -0.6845
O 3.1166 5.4665 -21.3202 -0.3 2.4 -10.2 -1.0237
O 3.9717 7.3834 -21.3504 -0.2 1.2 6.7 -0.8522
```
Forces are in eV/Å.

3.
Computed, not measured: a structure of composition C5H11AuO3, with ωB97M-V/def2-TZVPD.

Results
Spin multiplicity = 4
Charge = +1
HOMO level (spin up / spin down) = -8.96 / -13.63 eV
LUMO (spin up / spin down) = -5.80 / -8.63 eV
Energy = -15181.50617 eV

```
20
Properties=species:S:1:pos:R:3:forces:R:3:lowdin_spin:R:1
C 0.6686 -2.1775 1.6108 -0.4 0.3 -0.1 0.4060
O 0.0219 -1.1948 0.7648 -0.6 -1.1 -0.7 0.1049
C -0.8522 -0.3110 1.4029 -0.6 1.0 0.2 0.0132
C -0.2321 0.4207 2.5886 -0.6 0.1 0.4 0.0180
O 1.0906 0.8603 2.3016 -2.0 2.0 0.9 0.1959
C 1.1866 1.9899 1.4475 0.1 0.8 -0.7 0.0327
H 1.0421 -2.9783 0.9521 0.0 0.4 0.5 0.0328
H 0.0312 -2.5132 2.4530 0.2 0.1 -0.4 0.0266
H -1.7670 -0.8023 1.7861 0.2 -0.1 -0.1 0.0038
H -1.1684 0.3967 0.6241 0.1 -0.2 0.2 0.0004
H -0.1481 -0.2359 3.4638 0.0 0.2 -0.2 0.0047
H -0.8724 1.2682 2.8761 0.2 -0.1 -0.2 0.0019
H 0.8130 1.7522 0.4412 0.1 0.1 0.2 0.0027
H 0.6089 2.8220 1.8746 0.1 -0.3 -0.1 0.0051
H 2.2433 2.2736 1.3908 -0.3 -0.2 0.0 0.0126
Au 2.2215 -0.7754 2.1540 3.4 -2.8 0.0 0.9528
O -2.1882 -2.1360 -0.8486 0.4 0.1 0.3 0.7780
C -1.4450 -2.7060 -0.0595 0.0 -0.5 0.1 0.2554
H -0.6167 -3.3430 -0.4349 -0.2 0.2 0.0 0.0753
H -1.7431 -2.8292 1.0037 -0.1 0.0 -0.4 0.0772
```
Forces are in eV/Å.